Run one
8
Properties=species:S:1:pos:R:3 method="wB97M-V/def2-TZVPD" multiplicity=3 homo_ev="-6.17 / -9.73" gap_ev="6.94 / 7.01"
C 0.557 -0.266 0.506
C -1.372 -0.291 -0.322
N 1.287 -0.439 1.482
P 2.139 0.183 -0.133
H -1.336 0.523 -1.093
H -2.137 -0.116 0.484
H -1.454 -1.266 -0.774
H 2.317 1.673 -0.149

***

Run two
8
Properties=species:S:1:pos:R:3 method="wB97M-V/def2-TZVPD" multiplicity=3 homo_ev="-5.27 / -9.58" gap_ev="6.32 / 6.95"
C 0.132 -0.357 -0.024
C -1.287 0.025 -0.366
N -0.672 -1.189 0.428
P 1.774 0.123 -0.131
H -1.618 0.954 0.079
H -1.777 -0.322 -1.207
H 2.030 -0.639 1.113
H 1.419 1.406 0.108

***

Energies relative to the minimum, hartree: run one 0.0000; run two 0.0118

***

Run one
114
Properties=species:S:1:pos:R:3 method="wB97M-V/def2-TZVPD" homo_ev=-8.85 gap_ev=9.42
C -1.749 -5.921 -2.746
O -1.520 -4.671 -2.141
C -2.539 -3.701 -2.429
C -1.932 -2.335 -2.207
C -3.006 -1.273 -2.238
N -0.914 -2.070 -3.236
H -1.037 -6.666 -2.385
H -1.818 -5.910 -3.833
H -2.656 -6.416 -2.369
H -2.884 -3.844 -3.456
H -3.367 -3.860 -1.729
H -1.479 -2.209 -1.209
H -2.631 -0.265 -2.065
H -3.818 -1.400 -1.518
H -3.472 -1.369 -3.225
H -0.145 -1.706 -2.680
H -0.452 -2.924 -3.540
C 2.602 -0.024 2.987
O 4.020 0.170 3.078
C 4.809 -0.591 2.193
C 4.551 -0.442 0.693
C 5.289 -1.498 -0.135
N 4.882 0.890 0.215
H 2.402 -0.886 3.632
H 2.176 -0.147 1.995
H 2.200 0.816 3.553
H 5.880 -0.406 2.299
H 4.627 -1.652 2.403
H 3.482 -0.649 0.569
H 4.956 -2.514 0.063
H 6.368 -1.407 0.032
H 5.191 -1.308 -1.205
H 5.881 1.078 0.199
H 4.562 1.615 0.853
C -6.329 4.953 -1.700
O -4.995 5.115 -1.298
C -4.139 4.089 -1.772
C -2.763 3.989 -1.105
C -1.815 3.268 -2.020
N -2.897 3.241 0.159
H -6.469 4.356 -2.606
H -6.767 5.938 -1.860
H -6.948 4.469 -0.936
H -4.593 3.099 -1.603
H -4.126 4.225 -2.860
H -2.417 5.013 -0.926
H -2.208 2.261 -2.200
H -0.866 3.124 -1.495
H -1.534 3.679 -2.990
H -3.521 2.454 -0.064
H -2.024 2.755 0.348
C 0.353 3.375 2.119
O 1.134 4.157 1.259
C 2.256 3.424 0.825
C 2.922 3.999 -0.398
C 3.626 5.340 -0.208
N 1.903 4.183 -1.497
H -0.151 2.572 1.579
H -0.357 3.945 2.725
H 0.892 2.962 2.986
H 3.067 3.240 1.547
H 1.933 2.388 0.655
H 3.646 3.349 -0.893
H 4.194 5.679 -1.075
H 4.429 5.188 0.527
H 3.050 6.174 0.195
H 0.980 4.101 -1.070
H 1.901 5.178 -1.704
C -1.379 -0.878 2.918
O -2.258 -1.613 2.101
C -3.005 -0.762 1.216
C -3.882 0.267 1.894
C -4.873 -0.214 2.940
N -4.549 0.983 0.798
H -1.915 -0.466 3.785
H -1.041 0.033 2.406
H -0.544 -1.424 3.352
H -2.218 -0.339 0.581
H -3.575 -1.460 0.600
H -3.172 0.999 2.292
H -5.718 0.452 3.127
H -4.421 -0.265 3.934
H -5.308 -1.169 2.635
H -5.331 0.442 0.441
H -4.903 1.882 1.100
C 3.544 -3.985 3.415
O 2.382 -3.439 2.770
C 2.255 -3.998 1.483
C 0.916 -3.589 0.879
C -0.310 -4.207 1.559
N 0.860 -4.061 -0.524
H 3.597 -3.516 4.395
H 4.384 -3.803 2.747
H 3.445 -5.053 3.632
H 3.060 -3.759 0.776
H 2.279 -5.097 1.464
H 0.870 -2.496 0.841
H -0.251 -5.298 1.557
H -1.205 -3.833 1.068
H -0.396 -3.979 2.626
H 1.136 -5.042 -0.497
H -0.091 -4.126 -0.902
O 0.708 2.045 -3.798
H 1.279 1.303 -3.572
H 1.011 2.756 -3.217
O 2.157 -2.556 -2.512
H 1.683 -3.179 -1.907
H 2.553 -1.900 -1.929
O 2.934 0.296 -2.457
H 3.581 0.505 -3.140
H 3.307 0.673 -1.647
O 0.608 0.647 -0.666
H 1.528 0.736 -0.939
H 0.442 -0.302 -0.687

***

Run two
114
Properties=species:S:1:pos:R:3 method="wB97M-V/def2-TZVPD" homo_ev=-9.06 gap_ev=9.54
C 20.649 10.172 12.751
O 19.566 9.484 12.230
C 19.068 8.624 13.179
C 17.710 8.169 12.664
C 17.083 7.063 13.515
N 17.801 7.662 11.278
H 20.377 10.831 13.577
H 21.036 10.723 11.913
H 21.372 9.444 13.093
H 19.770 7.736 13.381
H 18.897 9.174 14.130
H 17.051 9.045 12.667
H 16.849 7.545 14.455
H 17.630 6.132 13.709
H 16.145 6.799 13.027
H 18.399 8.261 10.695
H 18.144 6.707 11.340
C 17.992 17.674 11.833
O 16.606 17.459 11.897
C 16.074 16.562 10.988
C 14.860 15.853 11.578
C 15.203 15.305 12.968
N 14.449 14.860 10.611
H 18.572 16.726 11.723
H 18.294 18.198 12.725
H 18.245 18.357 10.966
H 15.806 17.023 10.033
H 16.888 15.834 10.740
H 14.016 16.569 11.643
H 16.099 14.674 12.823
H 14.362 14.757 13.386
H 15.487 16.092 13.659
H 13.492 14.639 10.611
H 14.958 14.013 10.691
C 8.811 11.636 8.373
O 9.436 12.795 7.943
C 10.437 12.541 6.958
C 11.763 11.910 7.463
C 12.279 12.542 8.794
N 12.755 12.005 6.332
H 8.367 11.140 7.506
H 8.017 11.856 9.082
H 9.509 10.889 8.814
H 9.997 11.917 6.151
H 10.642 13.479 6.436
H 11.644 10.853 7.605
H 11.487 12.994 9.398
H 13.084 13.257 8.580
H 12.731 11.792 9.422
H 13.550 11.498 6.713
H 13.081 12.967 6.118
C 18.809 10.812 9.318
O 18.593 11.959 8.565
C 19.723 12.329 7.817
C 19.264 13.493 7.039
C 20.201 13.849 5.839
N 19.081 14.693 7.875
H 18.914 9.972 8.638
H 18.067 10.594 10.058
H 19.759 10.844 9.862
H 20.588 12.571 8.451
H 20.009 11.490 7.152
H 18.238 13.282 6.647
H 20.024 14.854 5.493
H 20.104 13.168 4.981
H 21.258 13.722 6.117
H 19.964 14.866 8.352
H 18.407 14.465 8.601
C 15.947 8.427 7.153
O 15.522 7.988 8.464
C 14.187 8.397 8.627
C 13.666 8.062 10.006
C 12.291 8.802 10.188
N 14.675 8.462 10.991
H 17.017 8.230 7.068
H 15.707 9.489 6.959
H 15.454 7.766 6.428
H 14.262 9.508 8.640
H 13.561 7.986 7.800
H 13.513 6.978 10.040
H 11.496 8.365 9.555
H 12.413 9.838 9.831
H 11.975 8.850 11.231
H 15.592 8.047 10.888
H 14.464 8.185 11.929
C 18.722 13.376 12.248
O 19.411 14.631 12.388
C 20.784 14.398 12.362
C 21.577 15.733 12.236
C 21.426 16.221 10.815
N 22.975 15.394 12.417
H 19.192 12.672 12.985
H 18.868 12.907 11.240
H 17.671 13.404 12.519
H 21.053 13.814 13.252
H 21.060 13.814 11.453
H 21.086 16.444 12.914
H 22.195 16.969 10.544
H 20.427 16.624 10.662
H 21.634 15.340 10.149
H 23.136 15.152 13.392
H 23.494 16.284 12.315
O 15.917 11.944 7.918
H 16.881 11.843 7.986
H 15.570 11.893 8.822
O 15.105 11.191 11.213
H 14.244 11.455 11.573
H 14.968 10.201 11.137
O 13.945 9.730 14.359
H 14.659 10.409 14.365
H 13.371 10.034 15.051
O 16.108 11.450 13.718
H 15.776 12.346 13.746
H 16.074 11.213 12.791

***

Energies relative to the minimum, hartree: run one 0.0441; run two 0.0000

***

Run one
18
Properties=species:S:1:pos:R:3 method="wB97M-V/def2-TZVPD" homo_ev=-11.46 gap_ev=11.94
C 4.969 6.998 10.407
C 3.840 6.581 11.211
N 2.847 6.230 11.645
H 4.721 6.825 9.358
H 5.855 6.418 10.673
H 5.243 8.043 10.526
C 6.831 4.696 7.922
C 6.629 3.250 7.905
N 6.431 2.111 7.918
H 7.896 4.983 8.075
H 6.175 5.243 8.616
H 6.489 5.043 6.918
C 1.275 7.016 7.295
C 2.599 6.408 7.175
N 3.711 6.093 7.019
H 1.219 7.938 6.768
H 1.136 7.176 8.377
H 0.533 6.331 6.891

***

Run two
18
Properties=species:S:1:pos:R:3 method="wB97M-V/def2-TZVPD" homo_ev=-10.60 gap_ev=10.73
C 1.252 -0.667 -3.460
C 0.900 0.611 -2.832
N 0.662 1.622 -2.269
H 2.286 -0.913 -3.219
H 1.232 -0.679 -4.550
H 0.580 -1.470 -3.161
C 0.556 1.577 0.057
C -0.155 1.197 1.290
N -0.665 0.968 2.263
H 1.644 1.546 0.114
H 0.321 2.620 -0.155
H 0.270 0.895 -0.744
C -1.283 -1.346 2.338
C -1.873 -0.948 3.621
N -2.304 -0.624 4.645
H -2.014 -1.201 1.542
H -1.037 -2.406 2.388
H -0.373 -0.782 2.132

***

Energies relative to the minimum, hartree: run one 0.0000; run two 0.0662

***

Run one
19
Properties=species:S:1:pos:R:3 method="wB97M-V/def2-TZVPD" multiplicity=2 homo_ev="-9.29 / -9.29" gap_ev="10.30 / 7.89"
C -0.564 -0.122 -2.249
O -0.316 0.308 -3.489
C 0.644 -0.584 -1.372
C 0.148 -1.203 -0.070
C -0.557 -0.244 0.919
C 0.031 1.174 1.143
N 0.634 1.344 2.479
H -1.105 0.713 -1.769
H -1.222 -1.024 -2.228
H 1.225 -1.290 -1.963
H 1.287 0.257 -1.130
H -0.555 -2.002 -0.343
H 0.983 -1.749 0.380
H -0.605 -0.714 1.897
H -1.575 -0.142 0.528
H 0.787 1.490 0.435
H -0.754 1.925 1.060
H 1.500 0.851 2.567
H 0.015 1.011 3.207

***

Run two
19
Properties=species:S:1:pos:R:3 method="wB97M-V/def2-TZVPD" multiplicity=2 homo_ev="-8.07 / -8.65" gap_ev="7.51 / 8.10"
C -4.607 -1.168 -0.051
C -1.090 -0.332 -0.342
C -0.696 -1.592 -0.009
C 4.388 0.741 0.157
C 3.521 1.800 0.373
O 2.143 1.816 -0.025
N -0.270 0.658 0.192
H -5.310 -0.469 -0.500
H -3.897 -0.614 0.577
H -5.079 -1.948 0.551
H -4.027 -1.649 -0.840
H 0.078 -1.633 0.755
H -0.867 -2.495 -0.554
H 4.153 -0.253 0.484
H 4.942 0.911 -0.783
H 3.689 2.838 0.603
H -0.538 1.627 0.086
H 2.756 1.175 -0.587
H 0.711 0.586 -0.085

***

Run three
19
Properties=species:S:1:pos:R:3 method="wB97M-V/def2-TZVPD" multiplicity=2 homo_ev="-9.11 / -9.14" gap_ev="10.07 / 7.80"
C -1.426 -1.454 -1.385
N -1.230 0.009 -1.516
C -0.357 0.549 -0.448
C 0.996 -0.210 -0.300
C 1.888 0.428 0.793
O 1.494 0.217 2.052
C -1.094 0.657 0.883
H -0.545 -2.028 -1.677
H -1.554 -1.715 -0.334
H -2.220 -1.784 -2.034
H -0.613 0.092 -2.318
H -0.001 1.527 -0.811
H 1.528 -0.151 -1.242
H 0.799 -1.237 0.023
H 2.182 1.447 0.491
H 2.811 -0.188 0.723
H -0.631 1.388 1.535
H -2.165 0.834 0.749
H -1.048 -0.335 1.354

***

Energies relative to the minimum, hartree: run one 0.0000; run two 0.1998; run three 0.0077